{
  "formula": "C44H108N4O8",
  "method": "the ωB97M-V functional and the def2-TZVPD basis",
  "elements": ["H", "C", "H", "H", "C", "H", "H", "H", "H", "H", "H", "H", "N", "H", "H", "H", "H", "O", "C", "H", "H", "H", "H", "O", "H", "H", "H", "O", "H", "C", "O", "C", "H", "H", "H", "H", "H", "C", "H", "H", "H", "C", "H", "C", "H", "H", "H", "H", "H", "H", "H", "H", "H", "H", "C", "H", "H", "H", "H", "C", "H", "H", "H", "O", "H", "C", "C", "C", "H", "H", "C", "C", "H", "C", "H", "H", "C", "H", "H", "H", "C", "C", "H", "O", "H", "H", "N", "C", "C", "O", "H", "H", "H", "H", "C", "H", "H", "H", "H", "N", "C", "H", "C", "H", "H", "H", "H", "C", "H", "H", "O", "C", "H", "H", "H", "C", "H", "H", "H", "H", "H", "H", "H", "H", "C", "H", "H", "H", "C", "H", "H", "H", "C", "C", "H", "C", "H", "H", "N", "H", "C", "C", "H", "H", "C", "H", "C", "C", "C", "H", "C", "H", "H", "C", "C", "C", "C", "H", "C", "H", "H", "H", "H", "H"],
  "coordinates": [[8.427, -3.168, 6.008], [-3.922, 8.977, -1.694], [6.929, -1.193, -4.536], [-0.499, 4.258, -7.740], [10.864, 0.487, -1.407], [9.156, -6.592, 5.097], [-8.140, 3.178, 2.152], [11.193, 4.751, -2.025], [-8.555, -0.139, -5.086], [-7.068, -4.898, 9.015], [-4.328, 5.846, -3.098], [-5.809, 7.280, -4.368], [8.023, -4.862, 4.961], [10.829, -4.793, 4.502], [-0.984, 4.965, 7.272], [-2.075, 5.130, 5.345], [-1.333, 9.067, -2.377], [0.087, -2.449, 1.213], [-0.822, -1.427, -0.769], [8.416, 3.868, -3.205], [-4.319, 9.625, 0.404], [10.346, -3.896, 5.998], [0.781, -2.165, -2.030], [0.087, 2.463, -8.363], [-0.345, 3.272, 7.040], [-12.076, -3.831, -5.529], [-13.375, -2.787, -5.025], [-0.311, -1.894, 8.099], [8.108, -7.158, 3.456], [0.884, 4.052, 4.669], [-8.078, 1.758, 3.584], [-5.929, 7.112, -3.298], [-6.453, 7.962, -2.860], [-0.262, -0.496, -0.855], [7.164, -2.890, 5.019], [1.773, -1.774, 0.111], [0.677, 5.804, 5.984], [-1.418, 4.264, 5.259], [9.010, -5.798, 6.681], [7.248, -4.899, 7.412], [-7.797, -6.660, 5.466], [10.885, 1.909, -2.053], [-6.284, -7.112, 9.303], [-11.473, -2.635, -3.870], [-1.231, 8.210, -3.850], [-11.668, -1.667, -3.408], [-8.435, 2.502, 4.075], [1.344, 1.939, -6.715], [7.630, -5.836, 2.407], [-8.363, -0.818, -3.388], [-9.486, -2.608, -2.007], [9.095, 1.938, -0.154], [1.623, 4.512, 6.683], [-1.745, -1.405, -1.348], [-12.293, -2.829, -5.158], [-4.037, 7.857, 0.212], [-1.732, -3.294, 8.375], [-7.256, -3.050, -3.188], [-1.995, 3.340, 5.270], [7.541, -3.693, 5.652], [6.519, -7.118, 2.854], [-10.085, -1.984, -5.728], [3.087, -6.982, -5.996], [6.288, -1.550, -5.155], [-0.468, -2.019, 7.161], [-7.371, -6.308, 6.405], [10.451, -4.870, 5.521], [10.180, 4.940, -2.379], [-12.042, -2.044, -5.870], [10.514, 0.454, -0.375], [9.479, 3.720, -3.017], [9.018, 2.754, -0.872], [-0.296, -3.396, -1.443], [-7.152, -7.119, 8.643], [-2.202, 7.201, -1.209], [1.440, -6.931, -5.652], [-1.513, -2.281, 8.712], [-8.714, 1.464, 1.738], [6.796, -3.572, -4.668], [11.486, 2.586, -1.447], [-7.972, 2.103, 2.216], [1.434, 4.239, -8.883], [10.224, -0.168, -1.998], [2.124, -8.182, -7.332], [-1.431, -2.292, 9.799], [-2.234, -1.483, 8.536], [-3.601, 7.808, -2.541], [6.901, -5.658, 4.465], [-7.934, -3.881, -2.996], [-6.872, -7.322, 7.248], [1.570, -3.482, 0.119], [3.075, 2.811, -8.910], [6.409, -3.179, -6.431], [-6.632, 6.288, -3.181], [-9.003, -0.692, -4.261], [-7.584, -4.353, -2.078], [6.154, -4.911, 4.197], [1.685, 1.077, -8.014], [7.902, -2.736, -5.792], [9.541, 2.500, -2.170], [6.693, -4.127, 6.879], [2.795, 3.577, -7.367], [-4.624, 6.754, -2.573], [1.524, -8.878, -7.055], [-8.637, -2.543, -5.399], [-4.835, 6.293, -1.608], [5.763, -4.555, 6.504], [-8.304, -5.431, 7.348], [-4.519, 9.752, -2.174], [11.415, 1.748, -2.992], [-0.488, 4.252, 4.125], [9.095, -5.631, 5.607], [1.216, 3.018, 4.763], [-11.960, -3.267, -3.127], [-5.483, 8.454, -0.142], [0.755, 4.719, 6.056], [9.973, 3.512, -3.966], [11.239, -5.261, 6.165], [-3.043, 9.597, -1.517], [6.944, 2.350, -1.619], [1.640, 5.230, -8.478], [7.166, 2.892, 0.050], [-9.925, -4.277, -2.348], [-0.834, -0.647, 1.179], [-0.974, -1.637, 0.746], [-9.364, -5.683, 7.389], [-8.310, -4.387, 7.036], [1.988, -6.154, -7.166], [-9.433, -2.034, -4.856], [-7.915, -4.537, -3.867], [6.569, -3.350, 7.634], [-2.331, 6.252, -2.632], [-4.441, 8.759, -0.247], [-1.107, 8.078, -2.775], [-6.596, -5.623, 6.062], [7.300, -6.461, 3.237], [-0.631, 3.926, -9.554], [1.571, 4.640, 4.062], [-10.100, -3.018, -4.012], [-1.912, -2.066, 1.099], [-0.045, 3.843, -8.639], [2.290, 3.146, -8.232], [10.280, 5.774, -3.074], [-9.927, -0.172, -4.007], [1.008, -2.549, 0.079], [-7.925, -7.826, 8.943], [1.333, 2.085, -7.795], [-0.561, 4.236, 6.580], [-7.770, -5.686, 8.742], [11.913, 0.202, -1.489], [6.861, -2.861, -5.492], [9.625, 3.436, -0.277], [6.569, -6.239, 5.326], [2.121, -7.006, -6.500], [7.523, 3.012, -0.973], [0.187, -2.460, -1.165], [-9.397, -3.408, -2.741], [7.202, 3.967, -1.390], [-2.280, 7.287, -2.293], [-8.620, -5.490, 9.395], [-6.941, 1.896, 1.929], [-0.063, 7.891, -2.523], [1.648, 4.364, -9.945], [9.691, 5.281, -1.466]],
  "fmax_ev_per_a": 2.60,
  "orbital_gap_ev": 8.45,
  "smiles": "CCN(CC)CC.CCN(CC)CC.CCN(CC)CC.CCN(CC)CC.C1CCOC1.C1CCOC1.C1CCOC1.C1CCOC1.CO.CO.CO.CO",
  "lumo_ev": 0.380
}



{
  "formula": "C44H115N9O13",
  "method": "the ωB97M-V functional and the def2-TZVPD basis",
  "elements": ["H", "H", "C", "H", "O", "H", "C", "C", "H", "H", "H", "H", "H", "H", "O", "C", "H", "H", "C", "O", "C", "H", "O", "H", "C", "C", "H", "H", "H", "H", "H", "H", "H", "C", "H", "H", "H", "H", "H", "H", "H", "C", "H", "C", "H", "H", "H", "C", "H", "H", "H", "N", "O", "H", "H", "C", "H", "H", "C", "O", "C", "H", "C", "H", "C", "O", "H", "C", "C", "C", "H", "H", "O", "H", "O", "H", "H", "N", "H", "H", "H", "H", "C", "H", "H", "H", "H", "C", "H", "H", "H", "N", "N", "H", "H", "C", "H", "H", "H", "H", "H", "H", "H", "C", "H", "C", "H", "H", "C", "C", "H", "H", "C", "H", "C", "O", "H", "H", "H", "O", "H", "C", "N", "H", "C", "H", "H", "H", "H", "H", "N", "O", "H", "H", "C", "H", "H", "H", "H", "H", "H", "C", "H", "H", "H", "N", "H", "C", "H", "H", "H", "H", "H", "H", "C", "H", "H", "C", "H", "C", "C", "H", "H", "N", "O", "H", "C", "H", "H", "H", "C", "N", "H", "H", "H", "C", "H", "C", "H", "C", "C"],
  "coordinates": [[-5.984, -5.137, 0.140], [-2.432, -0.032, -3.432], [-2.116, -4.638, -1.195], [5.200, -5.369, 0.039], [-2.047, 0.350, -1.491], [-5.242, 5.986, -4.190], [1.469, 0.203, 6.712], [3.777, -4.802, -4.443], [-3.705, 4.071, -4.613], [2.585, -1.921, 7.617], [3.650, 0.560, 6.925], [-0.251, 0.755, 3.156], [1.977, -0.376, 3.374], [3.720, -0.504, -1.351], [-2.293, 3.305, 5.987], [11.141, -0.026, 0.385], [-9.249, 2.267, 1.030], [-1.199, -2.956, -0.624], [-1.662, -5.535, -2.357], [2.035, 2.232, 8.484], [-4.154, 2.099, 4.760], [9.745, -1.932, -0.631], [-1.709, 4.555, -4.716], [-0.989, -4.984, -3.013], [6.463, 0.923, -0.460], [5.511, -4.554, -2.544], [-6.120, -1.422, 8.454], [2.744, -0.884, -6.125], [5.683, 0.552, 1.379], [3.673, 1.365, -9.904], [-3.343, 4.210, 4.554], [2.698, -4.932, -4.515], [4.228, -5.770, -4.663], [-2.763, -5.348, 0.028], [4.006, -0.605, -8.109], [-1.009, 1.889, 0.560], [4.448, -0.073, -10.418], [-5.929, 2.838, 7.676], [4.521, -2.334, -3.671], [7.501, 0.734, 1.250], [0.619, 0.002, 7.364], [1.341, 0.405, -11.060], [-2.130, 3.057, 4.048], [-5.263, 2.276, 7.021], [7.564, -2.737, 0.048], [-2.752, 7.031, -4.233], [0.211, 0.946, -6.348], [-1.467, 3.301, -5.275], [6.092, 1.934, -0.289], [-6.893, -0.102, -0.281], [-1.034, 4.547, 5.078], [3.880, -2.815, -3.055], [-4.090, -5.609, -0.192], [-3.346, 1.416, -2.900], [0.821, -0.371, -10.499], [-3.288, 6.163, -3.850], [1.575, 1.243, -5.242], [3.374, -1.338, 8.796], [2.848, 0.132, 7.526], [9.731, 0.003, 0.197], [1.844, -0.551, -6.642], [-8.203, 0.673, 1.829], [4.130, -4.234, -3.020], [2.810, -1.484, -9.036], [-9.238, -0.969, 0.909], [-7.123, 1.946, -0.200], [-4.511, 0.319, 7.151], [-1.642, 1.078, 0.923], [2.093, -1.800, 0.422], [2.752, 1.036, 8.838], [-3.610, 1.305, 5.273], [1.309, 1.366, -10.549], [0.107, -0.269, -4.972], [-2.274, -6.303, 0.223], [5.588, 0.186, -1.345], [-5.890, 3.227, -0.900], [1.421, -1.496, -4.070], [2.117, 0.161, -7.934], [-3.977, -0.137, -2.556], [3.945, 0.591, -0.038], [-1.623, 5.750, -2.449], [0.795, -0.302, -3.002], [-3.087, 4.949, -4.806], [3.017, -1.981, -0.127], [2.229, 3.008, 10.517], [-9.949, -1.114, 0.096], [-4.736, -0.932, 9.520], [-6.355, 2.315, -1.276], [-8.485, -1.727, 0.692], [-4.437, 1.696, 3.788], [1.343, 1.185, 6.256], [-9.748, 1.414, 0.818], [3.307, -1.238, 7.793], [1.218, 3.858, 9.537], [-5.143, 3.588, 5.534], [5.232, -4.290, -0.112], [9.526, -1.952, 1.130], [4.081, -2.391, -2.161], [11.279, -0.356, 1.414], [-0.388, 3.143, -5.290], [2.090, 0.522, 9.535], [-6.200, 0.409, 6.734], [-0.233, -4.058, -1.265], [-2.969, 3.202, 4.729], [-2.882, -3.933, -1.518], [9.258, -1.437, 0.208], [6.371, -4.240, -3.135], [3.713, 1.255, 9.302], [0.298, 0.473, 2.257], [7.683, -1.654, 0.096], [1.418, -0.511, 5.890], [-4.750, 7.508, -3.576], [3.113, -0.485, -8.723], [-9.752, -1.234, 1.833], [-3.035, 0.406, -2.636], [2.725, 0.030, -11.185], [-0.492, 4.420, 6.738], [-5.077, -4.437, 1.439], [0.811, -1.637, 2.717], [-5.757, 0.677, 8.728], [2.212, 1.159, -7.813], [4.206, 0.434, -1.084], [-0.994, -3.945, -0.610], [0.924, 1.311, 1.950], [-5.726, -0.675, 9.144], [5.532, -5.642, -2.492], [1.301, -1.475, -6.836], [1.858, -2.661, 1.048], [7.409, 1.066, -0.982], [-3.010, 6.584, -1.682], [-0.655, -0.018, 1.259], [5.925, -3.914, -1.289], [-10.093, 1.591, -0.115], [-6.961, 2.380, -2.179], [-2.707, 5.867, -2.444], [-2.951, 4.873, -2.067], [-1.827, 3.127, -6.289], [3.806, 1.218, -1.728], [-1.912, 2.432, -4.792], [3.411, -4.681, -2.334], [7.331, -1.451, -0.915], [0.509, -0.949, -3.831], [-1.281, -6.523, -2.100], [-5.068, -3.743, -0.260], [-0.116, -0.023, 0.405], [6.707, -1.174, 1.058], [4.083, -4.153, -5.264], [-0.940, 3.858, 5.918], [4.221, -3.891, -0.020], [-2.559, -5.865, -2.881], [-4.284, 2.533, 7.425], [-3.451, 5.256, -5.786], [-3.446, 1.332, -0.348], [0.796, 0.468, -12.002], [-2.658, 0.591, -0.213], [-3.069, -0.339, 0.180], [-2.628, -4.826, 0.975], [2.127, 3.261, 9.461], [-0.278, 3.082, 5.534], [-5.439, 0.841, 7.383], [6.597, 0.266, 0.859], [-8.149, 0.580, -1.260], [-2.056, 1.464, 1.854], [-5.298, 2.592, 5.599], [2.340, -0.770, 1.416], [2.934, 3.969, 9.268], [3.506, 0.293, -10.009], [1.274, -1.514, -0.238], [11.443, 1.020, 0.368], [-6.346, -0.793, 10.033], [1.369, -0.718, 2.536], [-4.655, 6.503, -3.551], [5.689, -3.858, 0.778], [11.687, -0.597, -0.366], [-0.248, -1.705, -3.622], [-5.044, -4.634, 0.368], [7.041, -1.379, 1.989], [1.017, 0.478, -5.782], [-5.578, 1.564, -1.418], [-8.631, 0.429, 0.857], [-7.624, 0.705, -0.313]],
  "relative_energy_kcal_mol": 10.3,
  "multiplicity": 2,
  "fmax_ev_per_a": 3.61,
  "orbital_gap_ev": [1.29, 8.89],
  "lumo_ev": [2.009, 1.962],
  "s2": 0.7506,
  "total_charge": -1
}